# 1
{"formula": "C15H31FINO19S5", "method": "ωB97M-V/def2-TZVPD", "species": ["O", "S", "O", "F", "N", "C", "C", "C", "I", "C", "C", "C", "C", "O", "H", "H", "H", "H", "H", "H", "H", "H", "H", "H", "H", "H", "H", "H", "H", "C", "C", "O", "S", "O", "O", "O", "H", "H", "H", "H", "C", "C", "O", "S", "O", "O", "O", "H", "H", "H", "H", "C", "C", "O", "S", "O", "O", "O", "H", "H", "H", "H", "C", "C", "O", "S", "O", "O", "O", "H", "H", "H", "H"], "xyz": [[-2.4529, -2.5270, 1.3643], [-1.5176, -2.5778, 0.2975], [-1.5500, -1.5050, -0.6385], [-0.0899, -2.4581, 0.9563], [-1.4515, -4.0245, -0.4253], [-2.6601, -4.8615, -0.1703], [-2.3763, -6.0028, 0.8206], [-1.4561, -5.6569, 1.9957], [0.5992, -6.1258, 1.6775], [-1.0873, -3.9315, -1.8667], [-0.5172, -5.2523, -2.4020], [1.0162, -5.2771, -2.3408], [1.5548, -6.4858, -3.0942], [2.9777, -6.4548, -3.1694], [-3.5356, -4.2723, 0.0946], [-2.8798, -5.3305, -1.1307], [-1.9237, -6.8226, 0.2568], [-3.3240, -6.3894, 1.2033], [-1.7492, -6.2657, 2.8485], [-1.5831, -4.6233, 2.3093], [-1.9291, -3.5453, -2.4447], [-0.2897, -3.1919, -1.9433], [-0.9597, -6.0967, -1.8673], [-0.8299, -5.3154, -3.4485], [1.3728, -4.3675, -2.8318], [1.2963, -5.3189, -1.2842], [1.1299, -6.4801, -4.1025], [1.2367, -7.4165, -2.6109], [3.2721, -5.7928, -2.5371], [-1.5790, 1.6480, -1.9431], [-2.5857, 2.3693, -1.0713], [-2.7756, 3.6301, -1.7207], [-2.6244, 3.4512, -3.3092], [-3.9118, 3.3157, -3.8918], [-1.6779, 4.3978, -3.7629], [-1.9410, 2.0004, -3.2811], [-0.5615, 2.0050, -1.7601], [-1.6147, 0.5709, -1.8111], [-2.2343, 2.5195, -0.0539], [-3.5430, 1.8435, -1.0506], [2.0330, -0.3009, 2.2509], [0.8231, 0.5942, 2.1254], [1.2614, 1.8648, 2.6296], [2.8154, 2.0621, 2.2874], [2.9232, 2.8468, 1.1083], [3.4892, 2.4063, 3.4854], [3.1450, 0.5457, 1.9109], [2.1689, -0.6497, 3.2761], [1.9904, -1.1542, 1.5815], [-0.0215, 0.2249, 2.7003], [0.5328, 0.7174, 1.0795], [-0.0358, 5.2730, 3.7773], [0.5458, 5.0069, 5.1475], [-0.3685, 5.6498, 6.0461], [-1.8541, 5.5765, 5.4504], [-2.5395, 4.4818, 6.0373], [-2.3994, 6.8839, 5.4536], [-1.4538, 5.1691, 3.9528], [0.1952, 6.2850, 3.4391], [0.3043, 4.5578, 3.0327], [1.5461, 5.4135, 5.2632], [0.5568, 3.9384, 5.3730], [3.0909, 3.7649, -1.8847], [3.7163, 4.8276, -2.7637], [2.7740, 5.0140, -3.8261], [1.2825, 4.7915, -3.2720], [0.7174, 6.0523, -2.9590], [0.6248, 3.8528, -4.1009], [1.6916, 4.0737, -1.8911], [3.2262, 2.7668, -2.3076], [3.4708, 3.7809, -0.8676], [4.6794, 4.5263, -3.1662], [3.8241, 5.7742, -2.2297]], "homo_energy_ev": -10.130, "orbital_gap_ev": 9.938, "smiles": "O=S(=O)(F)N(CCCI)CCCCO.O=S1(=O)OCCO1.O=S1(=O)OCCO1.O=S1(=O)OCCO1.O=S1(=O)OCCO1", "lumo_energy_ev": -0.193}

# 2
{"formula": "C16H24F12Na4O24S4", "method": "ωB97M-V/def2-TZVPD", "species": ["Na", "Na", "Na", "Na", "C", "F", "F", "F", "S", "O", "O", "O", "C", "F", "F", "F", "S", "O", "O", "O", "C", "F", "F", "F", "S", "O", "O", "O", "C", "F", "F", "F", "S", "O", "O", "O", "C", "O", "C", "O", "O", "C", "H", "H", "H", "H", "H", "H", "C", "O", "C", "O", "O", "C", "H", "H", "H", "H", "H", "H", "C", "O", "C", "O", "O", "C", "H", "H", "H", "H", "H", "H", "C", "O", "C", "O", "O", "C", "H", "H", "H", "H", "H", "H"], "xyz": [[-5.9670, 13.4721, 0.0453], [0.1377, 14.9027, -1.5784], [-3.0520, 15.8815, 0.0978], [-2.5584, 17.7213, 4.1483], [-1.3884, 11.9923, 2.2651], [-2.3122, 11.7250, 3.1973], [-0.6906, 13.0764, 2.6965], [-0.5182, 10.9470, 2.1369], [-2.3876, 12.3494, 0.5763], [-3.6727, 13.0252, 0.9238], [-1.4486, 13.3011, -0.1257], [-2.6045, 11.1337, -0.1786], [-4.2623, 14.8656, -4.3112], [-4.5629, 16.2077, -4.1409], [-5.3392, 14.0864, -4.5511], [-3.4669, 14.7394, -5.3768], [-3.3485, 14.2015, -2.7740], [-4.1780, 14.6530, -1.6438], [-3.2024, 12.7614, -2.9668], [-2.0806, 14.8980, -2.7814], [0.6608, 16.5998, 2.2573], [1.2226, 17.6024, 2.9455], [1.5597, 15.9451, 1.5648], [0.1723, 15.7788, 3.1531], [-0.6981, 17.3064, 1.0986], [-1.9591, 17.3202, 1.8280], [-0.3541, 18.6549, 0.6296], [-0.7093, 16.3636, -0.0324], [-7.1348, 17.5932, 2.2838], [-7.8460, 17.2331, 1.2610], [-6.4550, 18.7235, 2.0269], [-7.8684, 17.7846, 3.3511], [-5.7326, 16.1791, 2.5643], [-5.2807, 15.8097, 1.2212], [-4.6706, 16.8463, 3.4428], [-6.4725, 15.1119, 3.2003], [-1.8944, 19.2505, -2.0388], [-3.2434, 19.3368, -2.4881], [-4.1951, 18.6782, -1.8123], [-4.0300, 17.8004, -0.9804], [-5.3554, 19.1643, -2.1130], [-6.5463, 18.7394, -1.5642], [-1.4714, 18.2839, -1.7652], [-1.6222, 19.8314, -1.1575], [-1.3327, 19.5661, -2.9180], [-6.9203, 19.3389, -0.7342], [-6.5031, 17.6810, -1.3072], [-7.2790, 18.8711, -2.3603], [-7.9117, 15.5116, -2.1936], [-8.1089, 16.3663, -3.3444], [-9.2544, 16.4193, -4.0268], [-10.3379, 15.9066, -3.6916], [-9.1136, 17.2072, -5.1283], [-10.2364, 17.5901, -5.8839], [-6.8394, 15.3981, -2.0340], [-8.3375, 14.5117, -2.2780], [-8.3461, 15.9180, -1.2803], [-10.6394, 16.7644, -6.4703], [-9.9468, 18.4130, -6.5374], [-11.0172, 18.0768, -5.2995], [-3.3595, 14.0414, 4.5225], [-2.4121, 13.6908, 5.5469], [-1.5508, 14.6119, 5.8992], [-1.6092, 15.7847, 5.4793], [-0.7396, 14.1738, 6.9032], [0.0437, 15.0941, 7.6085], [-4.1428, 13.3051, 4.3425], [-3.0155, 14.5131, 3.6020], [-3.8385, 14.9551, 4.8741], [0.6480, 14.5949, 8.3659], [-0.6008, 15.7688, 8.1721], [0.6641, 15.5993, 6.8683], [-4.5477, 21.8440, 5.3373], [-4.8433, 21.8090, 3.9492], [-4.1455, 20.9746, 3.1203], [-3.3546, 20.1191, 3.5121], [-4.4202, 21.1835, 1.8797], [-3.8095, 20.4473, 0.8568], [-5.2572, 22.4748, 5.8727], [-3.5745, 22.3112, 5.4877], [-4.6003, 20.8075, 5.6705], [-4.3827, 19.5230, 0.9284], [-2.7409, 20.4095, 1.0686], [-3.9666, 20.9828, -0.0796]], "homo_energy_ev": -9.682, "orbital_gap_ev": 9.158, "lumo_energy_ev": -0.524}

# 3
{"formula": "C17H48CsN3O6", "method": "ωB97M-V/def2-TZVPD", "species": ["O", "H", "H", "H", "O", "H", "H", "H", "Cs", "O", "H", "C", "C", "C", "O", "C", "N", "H", "H", "H", "H", "H", "H", "H", "H", "H", "H", "H", "C", "C", "C", "O", "C", "N", "H", "H", "H", "H", "H", "H", "H", "H", "H", "H", "H", "C", "C", "C", "C", "C", "C", "N", "O", "C", "C", "C", "H", "H", "H", "H", "H", "H", "H", "H", "H", "H", "H", "H", "H", "H", "H", "H", "H", "H", "H"], "xyz": [[3.1743, 6.3184, 1.9288], [2.7110, 6.7321, 2.6607], [3.0521, 6.8441, 1.1349], [2.7569, 5.4748, 1.7397], [-0.2263, 5.9999, -1.0189], [-0.8311, 6.4326, -0.4117], [0.5414, 6.5763, -1.0100], [0.0946, 5.2212, -0.5582], [-2.0665, 3.6271, 4.6453], [1.1322, 3.3718, 1.1821], [1.0265, 3.0063, 2.0820], [0.5031, 1.0028, 9.5179], [1.4039, 0.3511, 8.4834], [1.2624, -1.1774, 8.4445], [-0.0547, -1.6161, 8.1175], [-0.2328, -2.9081, 7.5046], [1.2390, 1.0627, 7.2771], [0.4229, 2.0822, 9.3896], [0.7931, 0.7526, 10.5384], [-0.5217, 0.6856, 9.3249], [2.4164, 0.6170, 8.7870], [1.5046, -1.6641, 9.3893], [1.9597, -1.5721, 7.7055], [0.4443, -2.9872, 6.6541], [-1.2761, -3.0878, 7.2453], [0.1406, -3.5959, 8.2633], [1.7962, 0.6848, 6.5242], [1.5056, 2.0247, 7.4303], [1.8511, -1.6179, 1.0149], [0.3927, -1.8539, 0.6319], [-0.1200, -3.1369, 1.1484], [0.7113, -4.2425, 0.7991], [0.6972, -4.5900, -0.6091], [-0.3847, -0.7254, 1.1611], [2.5392, -2.3256, 0.5524], [2.0900, -1.7968, 2.0633], [2.2287, -0.6283, 0.7576], [0.2942, -1.7586, -0.4494], [-1.1516, -3.3354, 0.8579], [-0.1165, -3.1060, 2.2380], [-0.3140, -4.5572, -1.0147], [1.0290, -5.6235, -0.7084], [1.4359, -3.9386, -1.0759], [-1.2647, -0.6441, 0.6720], [0.1151, 0.1192, 0.9223], [1.6224, -0.3228, -4.9680], [0.1794, -0.2160, -5.6398], [-0.1789, -1.6627, -6.0084], [-1.6477, -1.9431, -6.4228], [-2.6032, -1.4668, -5.3487], [-2.3546, -0.0099, -4.9529], [-0.9163, 0.1935, -4.6274], [-0.7566, 1.4987, -4.1521], [-2.9237, 1.0519, -5.9107], [-3.1656, 0.0678, -3.5955], [0.3516, 0.7230, -6.8942], [1.8278, 0.6449, -4.5102], [2.5166, -0.4828, -5.5704], [1.5340, -0.9813, -4.1039], [0.3785, -1.9841, -6.8883], [0.0136, -2.2391, -5.1035], [-1.7720, -3.0253, -6.4605], [-1.8459, -1.5473, -7.4189], [-2.5346, -2.2021, -4.5470], [-3.6037, -1.4791, -5.7811], [-3.9724, 0.8158, -6.0916], [-2.9403, 2.0406, -5.4523], [-2.4077, 1.1558, -6.8652], [-4.2490, 0.0246, -3.7069], [-2.8177, -0.5213, -2.7470], [-2.9746, 1.0764, -3.2290], [-0.4497, 0.5468, -7.6118], [1.2067, 0.5810, -7.5551], [0.2986, 1.7538, -6.5437], [-0.5195, 1.4112, -3.2260]], "homo_energy_ev": -11.486, "orbital_gap_ev": 3.559, "total_charge": 2, "lumo_energy_ev": -7.927}